1.
Entry from OMol25: a molecular structure, C28H36N6O2PdS at a distorted geometry (the ωB97M-V functional and the def2-TZVPD basis).

Its total charge is +2. The HOMO-LUMO gap is 6.317 eV. For the HOMO energy, the calculation gives -12.6 eV.

XYZ file:
```
74
Properties=species:S:1:pos:R:3:forces:R:3
Pd 0.0586 0.0711 -0.1103 0.4 -0.3 -0.6
C -5.9554 -3.3040 1.0423 -0.3 0.1 0.1
C -4.5607 -2.7911 0.9477 0.3 -0.3 0.6
C -3.6599 -3.0250 1.9776 -0.2 0.2 -0.5
C -2.3277 -2.5865 1.9217 0.1 0.2 -0.9
C -1.5075 -2.6867 3.0591 1.0 0.3 -0.2
N -0.2525 -2.2862 3.1154 -1.1 -0.3 -0.5
C 0.4547 -2.0511 4.3501 0.3 0.1 0.8
C 1.6027 -1.0716 4.1175 0.0 -0.1 -0.2
C 2.8926 -1.7601 3.6627 -0.4 1.1 0.7
N 2.7764 -2.6148 2.4975 1.3 -0.4 -1.8
C 3.4853 -2.4251 1.3854 -0.9 0.1 1.1
C 3.8439 -1.1370 0.8713 -0.4 0.4 0.1
C 5.1438 -0.8753 0.4469 0.2 0.6 -0.3
C 5.5161 0.3587 -0.0847 0.0 -0.6 0.4
C 6.9423 0.6401 -0.4061 0.2 -0.1 -0.2
C 4.5237 1.2877 -0.3444 -0.9 -0.4 0.1
C 3.1706 1.0292 -0.0683 0.7 -0.8 0.3
C 2.1936 1.9550 -0.5469 -1.1 0.4 -0.3
N 0.9201 1.7750 -0.7081 1.4 -0.1 0.1
C 0.1863 2.8814 -1.3109 -0.6 0.6 -0.2
C -1.2997 2.5844 -1.4808 0.2 -0.1 0.0
C -1.5354 1.2981 -2.2836 0.0 0.6 -0.3
N -1.5006 0.1953 -1.3479 -1.0 -0.7 0.2
C -2.5549 -0.5444 -1.2371 0.5 0.8 -0.6
C -2.8510 -1.4941 -0.2169 -0.2 -0.8 0.7
C -4.1548 -2.0078 -0.1251 1.1 0.4 0.2
C -1.8677 -1.8939 0.7392 -0.7 -0.3 0.1
O -0.6190 -1.6740 0.5748 0.2 -0.1 0.4
C 2.8124 -0.1530 0.6564 0.2 0.1 0.2
O 1.6237 -0.3562 1.0924 0.0 -0.1 0.0
H -5.9893 -4.1977 1.6576 -0.1 -0.1 0.0
H -6.3661 -3.5211 0.0609 -0.1 -0.1 -0.1
H -6.5921 -2.5525 1.5082 -0.2 0.0 0.0
H -3.9955 -3.5568 2.8545 -0.1 -0.1 0.2
H -1.9460 -3.0547 3.9789 0.0 0.0 0.1
H 0.1445 -1.9163 2.2462 -0.2 0.0 -0.1
H 0.8386 -2.9974 4.7508 -0.1 0.0 0.1
H -0.2442 -1.6387 5.0854 0.1 -0.1 -0.1
H 1.8300 -0.5469 5.0469 0.0 -0.1 0.0
H 1.2956 -0.3315 3.3755 0.0 0.0 0.1
H 3.2641 -2.3785 4.4886 0.0 -0.1 -0.3
H 3.6454 -1.0004 3.4422 0.0 -0.1 0.0
H 2.4480 -3.5558 2.6719 0.2 -0.1 -0.1
H 3.7789 -3.3034 0.8229 -0.2 -0.2 0.0
H 5.8994 -1.6300 0.5953 0.2 -0.1 0.0
H 7.6023 0.1075 0.2718 0.1 0.1 0.1
H 7.1534 1.7042 -0.3541 0.1 0.1 0.0
H 7.1674 0.3008 -1.4164 0.1 0.0 -0.1
H 4.7854 2.2194 -0.8215 0.1 0.2 -0.1
H 2.6098 2.9090 -0.8745 -0.1 0.0 0.0
H 0.6137 3.1011 -2.2974 0.0 -0.1 0.1
H 0.3100 3.7760 -0.6896 0.0 -0.1 -0.1
H -1.7618 3.4293 -1.9886 0.0 0.0 0.0
H -1.7738 2.4723 -0.4984 0.0 0.1 -0.2
H -0.7560 1.1697 -3.0447 -0.1 0.0 0.1
H -2.5109 1.3411 -2.7846 0.2 -0.1 0.1
H -3.3721 -0.3700 -1.9392 0.1 0.1 -0.1
H -4.8562 -1.7666 -0.9079 -0.2 0.1 -0.1
C -3.7050 0.9947 4.0972 -0.2 -0.2 -0.1
N -2.6068 1.9112 4.1921 0.2 0.3 0.4
C -2.6133 3.0148 5.1375 -0.2 0.2 0.2
C -1.2386 3.6624 4.9168 0.2 0.2 0.3
N -0.7833 3.0151 3.6940 -0.1 0.3 0.2
C -1.5812 1.9955 3.3486 0.0 -0.5 -0.5
S -1.3682 0.9439 2.0488 0.0 0.4 0.5
H -4.0330 0.7311 5.1029 0.0 0.0 0.0
H -3.3705 0.1015 3.5702 -0.1 0.1 0.0
H -4.5431 1.4358 3.5513 0.0 0.0 0.0
H -2.7570 2.6398 6.1531 0.0 0.1 0.0
H -3.4311 3.7042 4.9051 0.0 0.0 0.0
H -0.5484 3.4488 5.7387 -0.1 0.1 0.0
H -1.3052 4.7435 4.7837 0.0 -0.1 0.1
H 0.1094 3.2165 3.2792 -0.2 -0.3 -0.2
```
Forces are in eV/Å.

=====

2.
Entry from OMol25: 2 unconnected molecules or ions with the total composition C28H37FN2O9P2 at a distorted geometry (the ωB97M-V functional and the def2-TZVPD basis).

The SMILES is CC(=O)OCCCCc1c(CP(=O)(O)O)c(F)c(CN)c2c1C(=O)c1c(CCCN)cc([PH2]=O)cc1C2=O.CC(C)=O. The HOMO-LUMO gap is 6.759 eV. For the HOMO energy, the calculation gives -9.1 eV.

XYZ file:
```
79
Properties=species:S:1:pos:R:3:forces:R:3
C 0.9946 -4.6126 5.1530 0.2 0.5 -1.0
C 2.5802 -4.9325 4.8331 3.3 -3.7 4.6
O 3.2432 -5.6641 5.7702 -4.1 5.0 -6.3
O 3.3272 -4.4545 3.6594 -3.1 -1.8 1.7
C 2.7172 -4.8846 2.3915 0.3 0.6 -2.7
C 3.1776 -3.7962 1.2112 -1.5 -0.6 0.1
C 2.3790 -2.3832 1.4439 0.1 0.3 -0.6
C 3.2970 -1.2253 2.2253 -1.0 0.3 -1.0
C 3.5170 -0.0116 1.0959 0.5 1.8 -0.9
C 5.0446 0.3294 0.5829 -2.2 2.3 -1.9
C 6.4233 -0.3929 1.1159 -0.6 2.7 -0.3
P 7.1725 -1.6579 -0.1166 1.3 -6.1 1.0
O 7.0004 -3.1262 0.5212 0.3 5.3 -2.4
O 6.5214 -1.5527 -1.7290 1.9 -0.1 2.6
O 8.9255 -1.4202 -0.2199 -3.0 -0.6 0.5
C 5.2373 1.5228 -0.5537 -3.4 -1.3 1.5
F 6.6296 1.8624 -1.0245 -4.7 -1.1 1.5
C 3.8787 2.2887 -1.1254 0.8 -0.5 0.8
C 4.1738 3.4406 -2.3016 -0.2 -0.3 0.9
N 3.5779 3.0158 -3.6365 -0.4 1.2 0.8
C 2.3456 1.9828 -0.6142 2.7 -2.5 1.7
C 2.1647 0.7978 0.5437 2.6 1.2 -1.7
C 0.6331 0.5133 1.0709 -1.5 -1.2 4.5
O 0.3401 0.1820 2.3484 2.0 1.7 -7.7
C -0.6175 0.6863 0.0137 -1.5 0.9 -2.5
C -1.9985 -0.1940 0.0896 0.1 1.2 -2.0
C -2.2945 -1.3294 1.2791 -0.6 1.2 -0.5
C -3.1031 -0.4804 2.4719 -0.2 1.0 -0.9
C -4.7451 -0.4761 2.1906 0.6 -0.6 0.9
N -5.2570 0.8251 1.6128 0.6 -0.6 -0.6
C -3.2025 0.0111 -1.0112 3.6 2.5 -0.4
C -3.0280 1.1484 -2.2031 3.1 -1.4 3.5
P -4.5277 1.3427 -3.4015 -0.1 4.3 -1.1
O -4.5249 2.6920 -4.2258 0.6 -4.0 2.1
C -1.6451 2.0328 -2.2614 -0.2 -1.9 2.4
C -0.4158 1.8340 -1.1720 -3.0 -2.3 0.5
C 0.9840 2.7370 -1.1747 -0.6 4.4 -1.4
O 0.9425 4.0171 -1.5815 0.5 -8.0 2.3
H 0.8322 -3.4403 5.2412 0.5 -2.5 -0.1
H 0.6876 -5.1575 6.1494 0.9 1.1 -2.2
H 0.3082 -4.9617 4.2504 1.5 0.6 2.0
H 1.5386 -4.8686 2.3828 2.4 -0.1 0.4
H 3.1069 -5.9387 2.0013 -0.8 2.1 1.4
H 2.7623 -4.2472 0.1870 1.0 0.8 2.2
H 4.3392 -3.6960 1.1063 -2.2 -0.1 0.4
H 2.0771 -1.9859 0.3607 0.7 -0.7 2.4
H 1.3472 -2.5015 2.0237 2.3 0.0 -1.1
H 4.3063 -1.6805 2.6084 -2.0 1.0 -0.9
H 2.6544 -0.8451 3.1459 1.6 -0.5 -2.1
H 6.2605 -0.8025 2.1999 0.5 0.1 -2.5
H 7.2312 0.4797 1.2148 -1.8 -1.8 -0.3
H 6.9876 -2.1909 -2.3476 -0.5 0.9 1.3
H 9.3345 -2.1719 0.3015 -1.0 1.0 -0.8
H 3.6799 4.4574 -1.9985 1.0 -2.0 -0.1
H 5.3377 3.6087 -2.4279 -2.4 -0.6 0.5
H 3.1691 3.9166 -4.0270 0.3 -2.0 0.5
H 2.8280 2.2964 -3.5192 0.8 1.2 -0.1
H -3.0415 -2.1351 0.8170 1.8 1.7 1.0
H -1.3210 -1.8458 1.6733 -1.8 1.2 -0.9
H -2.7719 0.6589 2.3582 -0.5 -2.5 0.5
H -2.8184 -0.8275 3.5531 -0.7 0.5 -2.2
H -5.2497 -0.5877 3.2600 0.9 -0.1 -2.4
H -4.9903 -1.3902 1.4808 0.3 1.6 1.6
H -4.5174 1.3583 1.1025 -0.9 -0.9 0.5
H -6.0746 0.6769 0.9805 1.1 0.1 0.8
H -4.1971 -0.6438 -0.9368 2.5 1.6 -0.1
H -5.7130 1.3803 -2.5347 1.2 -0.6 -0.5
H -4.6831 0.1488 -4.2145 0.4 0.6 0.8
H -1.5329 2.8621 -3.0830 -0.3 -1.8 1.8
C -7.1733 4.4294 -3.7042 0.4 -0.4 0.0
C -8.2246 3.3524 -3.7339 0.5 -1.2 -0.2
O -7.9231 2.1698 -3.8866 -0.4 1.2 0.3
C -9.6591 3.7783 -3.5700 -0.2 -0.5 -0.1
H -6.1851 3.9756 -3.8344 -0.2 0.1 0.0
H -7.3434 5.1372 -4.5193 -0.1 0.1 0.2
H -7.1971 4.9451 -2.7409 -0.1 0.2 -0.1
H -9.9398 4.4572 -4.3791 0.0 0.1 0.2
H -9.7936 4.2651 -2.6008 0.0 0.2 -0.2
H -10.3066 2.8960 -3.6120 0.1 0.2 0.0
```
Forces are in eV/Å.

=====

3.
Entry from OMol25: 7 unconnected molecules or ions with the total composition C28H37FNO20 at a distorted geometry (the ωB97M-V functional and the def2-TZVPD basis).

Its total charge is +1. The HOMO-LUMO gap is 7.632 eV. For the HOMO energy, the calculation gives -12.5 eV.

XYZ file:
```
87
Properties=species:S:1:pos:R:3:forces:R:3
C 4.7091 -1.3871 1.6047 0.5 0.3 0.4
C 3.5156 -0.3158 1.6201 0.0 -1.0 0.9
C 2.3908 -0.5582 0.4955 -0.2 0.5 -0.1
F 2.1879 -1.9695 0.2065 0.2 2.6 0.9
C 0.9972 0.0557 1.0396 -2.7 -0.7 0.5
C -0.1750 -0.9536 1.3264 -1.5 3.7 0.7
C -1.5330 -0.4090 1.8536 2.7 2.6 0.1
C -2.8126 -1.3052 2.1485 -1.5 -2.4 -2.5
O -3.3183 -1.9734 1.2082 2.1 3.4 4.1
O -3.3563 -1.3943 3.4740 0.7 1.6 -2.4
C -1.6576 1.1385 2.1189 4.2 -1.4 -1.7
C -0.4263 2.0010 1.7879 -1.7 -2.6 0.1
N 0.8326 1.4770 1.2551 -2.8 -2.7 0.8
C 1.8858 2.5112 0.9658 -0.4 1.8 -0.4
H 5.4057 -1.1126 2.4888 -1.1 -0.4 -1.5
H 5.3347 -1.2870 0.6443 -1.2 -0.3 1.7
H 4.3737 -2.4689 1.8077 0.3 1.8 -0.6
H 2.9864 -0.3996 2.6431 0.8 0.1 -1.5
H 3.9794 0.7287 1.5913 -0.9 -1.4 -0.3
H 2.6410 -0.0786 -0.5198 -0.3 -0.7 1.5
H -0.0835 -2.0739 1.1340 0.2 2.0 0.2
H -4.1274 -0.7677 3.5242 0.8 -0.9 0.0
H -2.5847 1.6488 2.5325 1.5 -0.9 -0.7
H -0.5142 3.1376 1.9639 0.6 -2.1 -0.4
H 2.8270 2.0986 0.4780 -1.5 0.4 0.9
H 1.3955 3.2806 0.2372 1.1 -1.6 1.4
H 2.0626 3.0761 1.9445 0.2 -1.0 -1.4
C 0.6505 3.4675 -3.0798 -0.9 -0.5 -0.3
C 1.5544 4.1589 -4.0547 0.0 -0.1 -0.9
O 2.2578 5.0863 -3.2371 0.0 -0.3 0.9
C 2.2263 4.6042 -1.9688 0.7 0.6 0.2
O 2.8629 5.0483 -1.0550 -0.5 -0.5 -0.6
O 1.3777 3.5461 -1.8586 0.4 0.4 -0.2
H 0.4588 2.4285 -3.3521 0.1 0.1 0.2
H -0.3054 3.9841 -2.9556 0.1 0.0 0.0
H 2.2745 3.4767 -4.5154 0.0 0.1 0.1
H 1.0021 4.6747 -4.8414 0.2 0.1 0.1
C -2.4111 -4.5213 0.0377 -0.1 0.5 0.7
C -1.4908 -4.3714 -1.1345 0.4 0.6 -0.2
O -1.6217 -5.6153 -1.8084 -0.5 -0.3 0.2
C -2.8305 -6.1353 -1.4565 -0.5 -1.0 -0.6
O -3.3299 -7.0933 -1.9722 0.4 0.9 0.4
O -3.3985 -5.4228 -0.4429 0.2 -0.2 -0.5
H -2.8623 -3.5727 0.3370 0.0 -0.7 -0.3
H -1.9152 -4.9693 0.9052 0.0 -0.1 0.0
H -1.8004 -3.5693 -1.8089 0.1 -0.2 0.1
H -0.4557 -4.2005 -0.8327 0.0 -0.1 -0.2
C -3.9383 -0.9016 -4.5644 -0.6 0.5 -0.5
C -3.8797 -2.3987 -4.5646 -0.7 -0.6 -0.4
O -2.5692 -2.6673 -4.0830 0.4 0.6 0.5
C -2.1766 -1.5832 -3.3635 0.6 0.0 0.3
O -1.1899 -1.5469 -2.6797 -0.7 0.1 -0.4
O -3.0444 -0.5469 -3.5163 0.5 -0.5 0.3
H -4.9417 -0.5233 -4.3642 0.2 0.1 0.1
H -3.5752 -0.4678 -5.5005 0.0 0.0 0.1
H -4.6066 -2.8467 -3.8810 0.1 0.0 0.0
H -4.0226 -2.8215 -5.5599 0.2 -0.1 0.2
C 3.0084 8.1815 1.9279 0.5 0.7 -0.1
C 3.2271 6.7896 1.4203 0.6 -0.1 -0.8
O 2.5328 5.9879 2.3674 -0.5 0.2 0.4
C 1.5872 6.7790 2.9436 -0.7 0.0 0.6
O 0.7171 6.3757 3.6641 0.6 0.2 -0.6
O 1.7554 8.0835 2.5953 -0.2 -0.8 0.2
H 2.9642 8.9172 1.1236 -0.2 0.0 0.2
H 3.7709 8.4897 2.6492 -0.1 0.0 0.0
H 2.7870 6.6295 0.4331 0.1 0.1 0.2
H 4.2840 6.5210 1.3845 -0.2 -0.1 0.1
C 6.1896 -3.0835 -3.4401 -0.1 -0.4 -0.9
C 6.6972 -3.8144 -2.2350 0.2 -0.9 0.0
O 7.0427 -2.7616 -1.3445 -0.4 0.7 -0.1
C 6.3094 -1.6756 -1.7048 0.1 0.6 0.3
O 6.2334 -0.6657 -1.0588 0.0 -0.7 -0.7
O 5.6723 -1.8792 -2.8888 0.2 0.2 0.7
H 5.4102 -3.6366 -3.9661 0.0 0.2 0.1
H 6.9869 -2.8350 -4.1463 0.0 0.0 0.1
H 5.9280 -4.4355 -1.7668 0.0 0.1 0.0
H 7.5657 -4.4353 -2.4589 0.0 0.2 0.2
C -7.4149 -1.9173 3.4658 0.1 0.0 -0.8
C -6.7717 -2.5632 4.6558 0.7 -0.4 0.1
O -7.5521 -2.0875 5.7417 -0.3 0.2 -0.3
C -8.7711 -1.7443 5.2383 -1.2 0.3 0.9
O -9.7222 -1.4631 5.9057 0.9 -0.2 -0.6
O -8.7650 -1.7641 3.8752 0.1 0.0 0.4
H -7.3487 -2.5351 2.5689 -0.2 0.1 0.1
H -6.9970 -0.9288 3.2482 0.0 0.0 0.0
H -6.8365 -3.6546 4.6251 0.0 0.1 0.0
H -5.7260 -2.2736 4.7734 -0.1 -0.1 0.2
```
Forces are in eV/Å.